Entry 1:
# C5H10O

An isolated molecule of C5H10O (wB97M-V/def2-TZVPD, the OMol25 dataset).

ORCA input file:
```
! RIJCOSX wB97M-V def2-TZVPD def2/J DEFGRID3
* xyz 0 1
O 0.13 -0.94 1.18
C -1.34 0.04 -0.43
C -2.45 -0.04 0.61
C 1.25 0.10 -0.65
C 2.52 0.16 0.19
C 0.02 -0.32 0.14
H 1.06 1.06 -1.15
H -2.33 0.73 1.37
H 1.37 -0.63 -1.46
H -1.53 -0.66 -1.26
H 2.42 0.90 1.00
H -1.29 1.04 -0.89
H 3.38 0.44 -0.42
H 2.72 -0.81 0.66
H -2.43 -1.01 1.11
H -3.43 0.09 0.14
*
```

## Properties
E_HOMO = -9.57 eV
Kohn-Sham gap = 10.52 eV
energy above the lowest of the compared OMol25 structures with the same formula, charge and spin = 3.4 kJ/mol
structure (SMILES) = CCC(=O)CC
LUMO energy = 0.95 eV

***

Entry 2:
# C3H5NO2

An isolated molecule of C3H5NO2 (wB97M-V/def2-TZVPD, the OMol25 dataset).

ORCA input file:
```
! RIJCOSX wB97M-V def2-TZVPD def2/J DEFGRID3
* xyz 0 1
O 0.39 1.46 1.29
O 0.84 -1.35 -0.94
N -2.29 -0.02 -0.45
C 0.04 0.39 0.49
C 1.10 -0.65 0.25
C -1.14 0.25 -0.09
H -0.39 1.73 1.80
H 1.09 -1.39 1.05
H 0.71 -0.67 -1.62
H -2.52 0.29 -1.39
H 2.10 -0.17 0.25
*
```

## Properties
E_HOMO = -8.47 eV
Kohn-Sham gap = 9.08 eV
energy above the lowest of the compared OMol25 structures with the same formula, charge and spin = 267.1 kJ/mol
structure (SMILES) = N=C=C(O)CO
LUMO energy = 0.61 eV

***

Entry 3:
# C58H68Ge2N2P2PdSi3

A structure of composition C58H68Ge2N2P2PdSi3 (wB97M-V/def2-TZVPD, the OMol25 dataset).

ORCA input file:
```
! RIJCOSX wB97M-V def2-TZVPD def2/J DEFGRID3
* xyz -1 2
Pd -0.35 0.35 0.11
Ge -1.48 -3.35 -2.59
Ge -1.60 -1.25 -1.20
P 2.34 0.42 -0.78
P 1.44 -0.81 1.92
Si -1.04 2.18 1.48
Si -1.01 -2.21 3.03
Si 1.08 1.20 -3.36
N -0.11 -1.16 2.01
N 1.17 0.32 -1.88
C 4.47 4.49 -1.23
C 4.28 -2.72 -2.48
C -5.04 -0.65 1.21
C 2.42 -4.50 0.57
C 2.52 0.80 6.10
C 0.91 5.85 1.95
C -2.34 -1.22 3.94
C -5.05 3.46 1.11
C -3.26 2.27 -2.98
C 4.51 2.12 -1.61
C -3.34 -1.59 -0.25
C -0.07 -3.13 4.40
C 4.33 -3.74 1.82
C -5.87 -1.74 0.98
C -3.02 -4.01 -3.68
C -4.19 -2.68 -0.45
C -1.08 -4.94 -1.46
C 3.29 1.98 -0.96
C 5.55 -2.67 -1.92
C -3.94 1.83 -4.10
C 0.48 4.55 2.10
C 2.76 1.49 -4.21
C -4.74 2.64 3.35
C -5.43 -2.76 0.16
C -3.23 -0.41 -3.62
C 4.87 -0.79 -0.57
C 2.40 -2.33 1.62
C -3.73 3.13 0.82
C -3.80 -0.59 0.61
C 2.34 -1.08 4.60
C -0.25 6.00 -0.14
C 3.31 -1.81 -2.10
C 0.55 6.59 0.83
C 2.04 -0.22 3.54
C -0.69 4.69 0.02
C 2.57 -0.57 5.87
C 2.02 1.15 3.77
C -2.89 2.58 1.78
C -0.34 3.94 1.15
C -3.43 2.33 3.05
C 3.69 -2.54 2.09
C 2.26 1.66 5.04
C 3.61 -0.83 -1.16
C 1.77 -3.31 0.85
C 5.84 -1.70 -0.96
C 0.09 0.21 -4.63
C 1.72 0.50 0.83
C -3.92 0.48 -4.42
C -2.55 1.37 -2.19
C -2.52 0.01 -2.49
C 5.10 3.37 -1.74
C 3.25 4.37 -0.58
C 0.33 2.92 -3.05
C 2.67 3.12 -0.44
C 3.70 -4.71 1.07
C -5.56 3.21 2.38
C -1.76 -3.65 2.04
C -0.02 -3.35 -3.95
H 5.33 -3.91 2.20
H 3.45 0.66 -4.03
H 2.61 1.57 -5.29
H -6.59 3.47 2.61
H -3.86 -3.50 -1.08
H 0.75 -0.23 -5.38
H -2.82 -3.78 2.29
H -0.54 6.56 -1.03
H -3.36 3.31 -0.18
H 5.10 -0.04 0.18
H 6.31 -3.37 -2.23
H -1.94 -5.21 -0.84
H -0.83 -5.79 -2.10
H 2.79 -1.25 6.69
H -3.04 -1.89 4.44
H 1.54 6.31 2.71
H 0.89 7.61 0.71
H 0.20 -2.48 5.23
H 1.73 3.01 0.08
H -2.80 1.89 3.82
H -5.14 2.43 4.33
H -3.15 0.26 0.80
H 0.77 -3.11 0.48
H -2.75 -5.00 -4.05
H -5.37 0.16 1.86
H 2.75 5.24 -0.19
H -0.35 -2.87 -4.87
H 1.95 -5.26 -0.04
H 1.83 1.81 2.93
H -1.32 4.25 -0.75
H -2.91 -0.60 3.25
H 4.93 5.47 -1.34
H -0.59 1.99 2.89
H -0.24 -4.75 -0.79
H -6.85 -1.78 1.44
H -0.46 -0.61 -4.16
H 0.08 3.00 -1.99
H 2.32 -1.81 -2.53
H 3.23 2.41 -3.86
H -0.59 3.07 -3.62
H -0.71 -3.93 4.78
H 4.05 -3.48 -3.22
H -1.70 -3.47 0.97
H -3.94 -4.09 -3.09
H 0.87 -2.83 -3.60
H 0.77 3.99 2.98
H -0.63 0.85 -5.14
H -4.49 2.53 -4.72
H -4.45 0.13 -5.30
H -1.88 -0.57 4.69
H 4.18 -1.76 2.67
H 1.02 3.73 -3.29
H -6.06 -3.63 -0.02
H -2.00 1.73 -1.33
H 2.24 2.73 5.21
H -3.27 3.33 -2.73
H -1.24 -4.58 2.26
H 6.05 3.46 -2.26
H 6.83 -1.66 -0.52
H 0.84 -3.60 4.01
H 5.00 1.25 -2.03
H -3.22 -1.46 -3.89
H 0.25 -4.39 -4.18
H -3.23 -3.37 -4.54
H 2.39 -2.14 4.42
H 4.21 -5.65 0.87
H -5.67 3.89 0.34
H 2.68 1.19 7.09
*
```

## Properties
⟨S²⟩ = 0.778
E_HOMO (alpha / beta) = -4.34 / -4.25 eV
Kohn-Sham gap (alpha / beta) = 5.67 / 5.71 eV
energy above the lowest of the compared OMol25 structures with the same formula, charge and spin = 159.1 kJ/mol
LUMO energy (alpha / beta) = 1.33 / 1.45 eV

***

Entry 4:
# C27H27BBrN11OTa

A structure of composition C27H27BBrN11OTa (wB97M-V/def2-TZVPD, the OMol25 dataset).

ORCA input file:
```
! RIJCOSX wB97M-V def2-TZVPD def2/J DEFGRID3
* xyz 4 2
Ta -0.73 0.11 -0.09
Br 1.04 -4.10 6.06
O -1.84 0.09 -1.88
N 3.58 -0.06 -2.05
N 2.34 0.11 0.14
N 1.41 -1.37 -1.62
N 0.20 1.55 -1.40
N 0.22 -1.56 -0.93
N -2.29 1.66 0.44
N 1.42 1.18 -1.90
N 1.22 0.41 0.86
N -3.20 -0.89 -3.36
N -1.07 0.02 2.21
N 3.72 -0.72 -3.25
C 5.43 0.72 -2.98
C -4.15 3.55 1.33
C 0.84 3.05 -2.95
C -2.79 -0.74 -2.13
C -2.55 1.84 1.77
C -0.14 2.70 -2.04
C -3.95 3.33 -0.01
C -0.42 -0.63 4.52
C 1.63 -2.42 -2.40
C 0.60 -3.35 -2.24
C 0.46 -2.83 4.90
C 4.61 0.83 -1.90
C 4.83 -0.27 -3.79
C 3.02 0.63 2.19
C -3.02 2.38 -0.42
C 3.42 0.21 0.92
C 1.80 2.05 -2.84
C -0.25 -2.78 -1.34
C 1.66 0.74 2.11
C -0.04 -2.15 2.65
C -2.48 -1.24 0.26
C 0.05 -1.56 5.39
C -0.52 -0.92 3.14
C 0.44 -3.10 3.51
C -3.45 2.76 2.24
C -1.89 0.91 2.66
C -3.38 -1.46 -0.97
B 2.25 -0.06 -1.40
H 4.68 1.50 -1.05
H -2.16 0.95 3.71
H 5.16 -0.66 -4.73
H 2.73 1.91 -3.37
H 3.66 0.84 3.03
H -3.95 -1.53 -3.58
H -3.10 -0.90 1.09
H -0.68 0.35 4.91
H -0.04 -2.36 1.58
H -3.57 -2.51 -1.21
H 0.79 -4.06 3.15
H 4.40 -0.02 0.54
H -4.37 -1.02 -0.81
H 0.86 3.91 -3.59
H 0.13 -1.35 6.45
H -1.04 3.23 -1.81
H 0.98 1.10 2.86
H 2.52 -2.42 -3.02
H -2.08 -2.20 0.61
H -2.86 2.17 -1.47
H 6.35 1.26 -3.16
H -2.78 -0.37 -4.11
H 0.51 -4.31 -2.71
H -3.62 2.86 3.31
H -1.17 -3.18 -0.94
H -4.50 3.88 -0.77
H -4.87 4.29 1.68
*
```

## Properties
⟨S²⟩ = 0.779
E_HOMO (alpha / beta) = -18.37 / -18.37 eV
Kohn-Sham gap (alpha / beta) = 5.09 / 3.34 eV
energy above the lowest of the compared OMol25 structures with the same formula, charge and spin = 58.5 kJ/mol
LUMO energy (alpha / beta) = -13.28 / -15.03 eV

***

Entry 5:
# C50H73F24N3O19PS3

A cluster of 9 separate species, C50H73F24N3O19PS3 in total (wB97M-V/def2-TZVPD, the OMol25 dataset).

ORCA input file:
```
! RIJCOSX wB97M-V def2-TZVPD def2/J DEFGRID3
* xyz 1 1
S 1.19 -4.59 1.04
S 8.09 -0.23 4.11
S -0.54 -3.17 2.85
P 2.27 -1.58 7.01
F 0.26 4.92 2.05
F -7.89 9.97 -2.23
F -0.98 2.08 -9.98
F -0.55 2.92 2.19
F 2.87 -8.40 -5.26
F -2.43 8.85 -1.39
F 9.25 -10.93 -2.12
F 8.50 -11.94 -3.87
F -5.30 7.21 -8.82
F 4.29 -8.21 8.90
F -9.26 8.29 -2.20
F 4.60 -6.10 8.58
F -1.35 4.48 3.41
F 7.34 -11.95 -2.05
F 0.37 2.97 -11.42
F 2.83 -7.06 7.81
F 1.51 -7.39 -6.59
F -7.13 7.95 -2.19
F -5.79 5.83 -10.39
F -0.20 0.90 -11.60
F 3.22 -6.33 -5.80
F -7.37 6.71 -9.20
F -4.30 8.18 -2.20
F -2.55 6.95 -2.38
O 3.70 -6.94 11.17
O -2.11 1.95 -13.18
O -6.09 5.53 -6.93
O 2.05 -0.11 7.50
O 1.84 -1.75 5.61
O -2.40 3.57 -11.64
O -2.14 3.92 0.16
O 7.49 -9.50 -4.38
O 6.87 -9.35 -2.22
O -5.96 3.91 -8.49
O -2.24 10.06 -3.77
O -2.35 5.80 1.41
O -7.50 7.95 0.47
O 0.32 -6.29 -4.45
O 1.81 -6.26 10.15
O -8.85 9.74 0.24
O -3.00 8.19 -4.76
O 2.11 -6.83 -3.19
O 1.53 -2.46 8.06
N 5.25 -2.36 2.63
N 0.63 -1.89 0.81
N 6.30 -1.54 2.70
C 1.44 -6.37 -2.00
C 7.45 -9.91 -3.27
C -4.63 4.09 -5.60
C 4.63 -2.88 3.66
C 4.85 -8.29 -3.11
C -3.52 4.14 -12.36
C -4.69 5.89 0.70
C 0.46 -7.39 -1.49
C 3.67 -7.04 8.84
C 4.32 -3.06 6.16
C 0.71 -4.48 6.98
C -3.30 6.46 0.53
C -6.13 6.22 -9.16
C -0.64 2.10 -11.27
C -1.36 8.75 -6.48
C 6.70 -1.27 3.90
C -8.09 8.74 -1.73
C 3.15 -6.64 12.48
C 2.92 -6.70 10.14
C 0.40 -3.06 1.55
C -4.80 3.37 -12.12
C 2.97 -4.31 0.92
C 3.49 -3.81 3.40
C -2.67 8.95 -3.73
C 2.27 -7.23 -5.52
C 2.68 0.89 6.68
C 5.03 -2.54 4.97
C 8.15 -11.22 -2.82
C 1.67 1.80 6.07
C 1.92 0.23 0.64
C -2.99 8.23 -2.41
C -2.81 8.80 -6.06
C -0.87 4.22 2.19
C 3.71 -4.73 2.20
C 2.22 -7.73 12.95
C -7.78 10.54 2.29
C -1.88 4.61 1.10
C -6.04 4.56 -5.87
C -8.09 8.76 -0.19
C 1.42 -6.73 -4.32
C -8.98 9.86 1.68
C -6.03 5.05 -8.16
C 4.01 -1.96 7.20
C 1.59 -1.00 1.46
C 6.21 -8.09 -2.48
C 6.09 -1.72 5.07
C 0.33 -3.17 7.61
C -0.63 -1.22 0.39
C -1.28 -0.24 1.38
C -1.82 2.51 -12.16
H 0.95 -8.35 -1.34
H 1.51 -4.89 7.58
H -5.40 6.46 0.11
H -6.71 3.73 -6.09
H 1.03 -4.34 5.96
H -0.38 -0.66 -0.50
H 3.37 -3.48 5.89
H -5.00 3.30 -11.05
H 0.83 1.93 6.74
H -7.60 11.51 1.81
H -3.61 5.15 -11.98
H 2.60 -3.20 3.31
H 4.01 -6.56 13.14
H 4.76 -4.82 1.96
H -1.26 9.14 -7.50
H -4.23 3.55 -6.46
H -0.91 -0.34 2.39
H 6.47 -1.43 6.03
H 6.84 -7.45 -3.09
H -4.74 2.35 -12.51
H -9.16 8.88 2.12
H 1.29 -0.74 2.47
H 3.32 0.47 5.92
H -0.22 -3.38 8.51
H 1.35 -7.81 12.30
H -0.74 9.34 -5.82
H -4.99 5.92 1.75
H 3.34 -4.42 4.26
H -1.24 0.78 1.05
H 1.33 1.41 5.13
H -0.30 -2.56 6.98
H 4.14 -2.39 8.18
H -3.97 4.94 -5.41
H -9.87 10.46 1.83
H 2.51 -1.56 1.58
H 0.96 -5.40 -2.18
H 3.31 1.48 7.34
H 6.11 -7.62 -1.50
H -4.61 3.42 -4.74
H -0.11 -5.17 7.04
H 3.38 -5.73 2.45
H -6.88 9.94 2.15
H -0.99 7.72 -6.46
H 3.35 -4.94 0.13
H 8.72 -0.48 2.96
H -2.96 6.43 -0.50
H -3.28 4.21 -13.42
H -7.93 10.69 3.35
H 4.89 -3.86 6.63
H 2.95 0.53 0.76
H 2.23 -6.21 -1.27
H 4.59 -1.06 7.07
H -3.20 9.81 -6.05
H 2.66 -5.66 12.45
H -1.33 -1.98 0.08
H 2.73 -8.69 12.94
H 4.23 -8.95 -2.50
H 4.94 -8.75 -4.09
H -3.28 7.50 0.84
H -2.33 -0.48 1.43
H -4.73 4.85 0.38
H 2.09 2.77 5.88
H 4.34 -7.34 -3.23
H -3.43 8.22 -6.74
H 4.93 -2.59 1.70
H 1.34 1.06 1.02
H -5.63 3.87 -12.61
H 1.68 0.13 -0.40
H -0.35 -7.55 -2.21
H 1.88 -7.52 13.96
H 0.02 -7.07 -0.55
H -6.43 5.07 -4.99
H 3.13 -3.28 0.65
*
```

## Properties
E_HOMO = -10.58 eV
Kohn-Sham gap = 6.19 eV
LUMO energy = -4.38 eV

***

Entry 6:
# C47H34I4N6Pd

A structure of composition C47H34I4N6Pd (wB97M-V/def2-TZVPD, the OMol25 dataset).

ORCA input file:
```
! RIJCOSX wB97M-V def2-TZVPD def2/J DEFGRID3
* xyz 2 1
I -6.83 -2.14 -6.54
I 6.24 -1.26 7.77
I 7.06 -2.41 -6.12
I -6.55 4.01 5.98
Pd -0.03 -0.48 0.29
N 1.94 -0.97 0.47
N -1.63 2.84 -1.38
N -0.07 0.00 2.27
N -0.01 -1.13 -1.62
N -2.03 -0.20 0.17
N 0.86 1.96 -0.02
C -0.71 2.55 -2.49
C 2.23 -0.61 2.90
C -5.42 -2.44 -3.89
C -4.13 0.63 0.52
C 0.45 0.36 4.46
C 2.69 -0.92 1.66
C 4.69 -1.01 -4.88
C -2.42 -1.00 -2.13
C -2.80 0.43 1.04
C -2.83 -0.46 -0.95
C -3.43 -1.27 -3.17
C 0.75 -1.87 -3.68
C -4.16 0.06 -0.69
C 1.15 -1.45 -2.35
C 4.55 -2.15 5.43
C -4.46 -2.19 -2.92
C -5.48 1.68 4.38
C 3.53 -1.66 -2.86
C 3.54 0.37 4.81
C 4.93 -1.04 6.18
C -1.03 -1.29 -2.44
C 4.15 -1.32 0.00
C -0.60 -1.79 -3.73
C -4.58 1.00 3.58
C -4.00 3.58 4.41
C -2.39 0.86 2.38
C -4.37 -0.85 -5.35
C 3.67 -0.81 -3.96
C -1.17 0.59 2.92
C 2.43 -1.43 -1.90
C -5.19 2.98 4.79
C -3.40 -0.61 -4.40
C 2.80 -1.22 -0.50
C 4.09 -1.16 1.33
C 4.43 0.22 5.86
C -3.09 2.89 3.63
C 5.40 -2.96 -3.65
C -3.38 1.59 3.20
C 0.68 3.13 -2.21
C 5.55 -2.09 -4.73
C 0.88 -0.11 3.16
C 1.55 2.32 -1.27
C 3.68 -2.00 4.36
C -0.81 0.80 4.31
C -5.38 -1.77 -5.10
C 4.41 -2.74 -2.72
C 3.16 -0.74 4.05
H 6.06 -3.81 -3.55
H -4.81 -0.02 3.27
H 4.90 -1.15 2.04
H -0.64 1.46 -2.61
H 1.48 2.07 0.78
H -6.20 -3.16 -3.69
H 4.73 1.08 6.44
H 1.22 3.24 -3.15
H 5.03 -1.46 -0.60
H -4.98 0.03 -1.39
H -4.34 -0.32 -6.29
H -4.93 1.15 1.02
H 1.42 -2.22 -4.44
H 0.55 4.14 -1.82
H 4.93 -3.13 5.67
H -6.40 1.21 4.69
H 4.29 -3.43 -1.89
H -3.77 4.59 4.73
H 4.80 -0.33 -5.71
H -2.16 3.36 3.33
H -1.47 1.20 5.06
H -1.07 2.95 -3.45
H 3.01 0.04 -4.07
H -1.80 3.84 -1.35
H 1.02 0.31 5.37
H 1.87 1.39 -1.77
H -1.25 -2.08 -4.54
H -2.53 2.42 -1.55
H 2.46 2.89 -1.08
H -2.62 0.12 -4.61
H -4.49 -2.72 -1.98
H 0.04 2.54 0.11
H 3.16 1.35 4.57
H 3.38 -2.86 3.78
*
```

## Properties
E_HOMO = -12.77 eV
Kohn-Sham gap = 4.41 eV
energy above the lowest of the compared OMol25 structures with the same formula, charge and spin = 0.0 kJ/mol
LUMO energy = -8.35 eV

***

no.,E (Eh)
1,-271.751315
2,-322.472595
3,-8193.499098
4,-4377.234313
5,-7475.498595
6,-3458.133848